[1]
Molecular formula: C23H51NO12
Method: DFT, ωB97M-V/def2-TZVPD

The LUMO energy is 0.51 eV. The energy is -50728.6730 eV. The value obtained for the highest occupied orbital energy is -9.320 eV. As for the structure (SMILES): COC(=O)OC.COCCOCCOC.COCCOCCOC.COCCOCCOC.CC#N. The HOMO-LUMO gap is 9.8 eV. For the relative energy (zero: lowest compared OMol25 entry of this formula, charge and spin), the calculation gives 0.000 eV.

Cartesian coordinates (Å):
C1 -10.96 4.64 -2.72
O1 -12.03 4.92 -3.59
C2 -12.96 5.70 -3.32
O2 -12.98 6.48 -2.38
O3 -13.89 5.48 -4.19
C3 -15.14 6.10 -4.09
H1 -10.23 5.45 -2.73
H2 -10.43 3.73 -2.98
H3 -11.35 4.60 -1.70
H4 -15.59 5.86 -3.13
H5 -15.88 5.75 -4.82
H6 -15.15 7.19 -4.19
C4 -19.96 0.87 1.28
O4 -19.27 0.58 2.45
C5 -20.03 0.50 3.64
C6 -19.25 0.54 5.05
O5 -18.23 -0.45 5.20
C7 -18.87 -1.78 5.36
C8 -18.07 -2.99 5.78
O6 -17.56 -2.93 7.11
C9 -16.69 -1.82 7.42
H7 -20.98 0.49 1.32
H8 -19.33 0.50 0.46
H9 -20.03 1.95 1.15
H10 -20.63 -0.40 3.72
H11 -20.62 1.42 3.63
H12 -20.01 0.63 5.83
H13 -18.81 1.53 5.16
H14 -19.36 -2.11 4.44
H15 -19.70 -1.79 6.07
H16 -17.32 -3.35 5.08
H17 -18.70 -3.87 5.90
H18 -16.91 -1.62 8.46
H19 -16.88 -0.85 6.96
H20 -15.63 -2.02 7.30
C10 1.56 2.19 3.13
O7 0.62 2.68 2.17
C11 1.16 3.51 1.16
C12 1.31 2.81 -0.19
O8 -0.01 2.88 -0.83
C13 -0.25 2.30 -2.08
C14 -1.73 2.51 -2.38
O9 -2.72 2.16 -1.39
C15 -2.51 0.96 -0.54
H21 2.26 1.62 2.52
H22 1.00 1.69 3.92
H23 2.07 2.98 3.68
H24 2.12 3.92 1.48
H25 0.44 4.32 1.04
H26 1.67 1.81 0.06
H27 1.95 3.38 -0.86
H28 -0.02 1.23 -2.13
H29 0.27 2.82 -2.89
H30 -2.01 2.16 -3.38
H31 -1.99 3.56 -2.53
H32 -2.70 0.04 -1.09
H33 -3.46 0.96 -0.02
H34 -1.60 0.96 0.06
C16 -21.37 16.04 -2.24
O10 -20.68 14.82 -2.52
C17 -19.26 14.92 -2.42
C18 -18.74 14.95 -0.95
O11 -18.94 13.72 -0.21
C19 -17.89 12.84 -0.36
C20 -17.70 12.05 1.04
O12 -17.50 12.90 2.18
C21 -18.73 13.54 2.70
H35 -21.12 16.70 -1.41
H36 -22.42 15.76 -2.20
H37 -21.30 16.63 -3.16
H38 -18.84 15.63 -3.13
H39 -19.00 13.94 -2.83
H40 -19.20 15.79 -0.44
H41 -17.67 15.15 -0.92
H42 -16.94 13.38 -0.41
H43 -17.98 12.14 -1.19
H44 -16.84 11.40 0.88
H45 -18.51 11.34 1.17
H46 -19.14 14.29 2.03
H47 -18.41 14.14 3.55
H48 -19.53 12.88 3.05
C22 -11.84 7.66 -10.14
C23 -10.73 8.53 -10.28
N1 -9.81 9.20 -10.28
H49 -12.43 7.82 -9.23
H50 -11.52 6.62 -10.21
H51 -12.60 7.92 -10.87



[2]
Molecular formula: C41H38F5N3O2RhS2Te
Method: DFT, ωB97M-V/def2-TZVPD

The LUMO energy (spin up / spin down) is 0.20 / -2.18 eV. As for the expectation value of S²: 8.778. Its multiplicity is 6. The energy is -97255.0588 eV. The value obtained for the highest occupied orbital energy (spin up / spin down) is -7.159 / -8.028 eV. The HOMO-LUMO gap (spin up / spin down) is 7.4 / 5.8 eV. For the relative energy (zero: lowest compared OMol25 entry of this formula, charge and spin), the calculation gives 0.165 eV.

Cartesian coordinates (Å):
Rh1 1.38 -1.17 -0.03
C1 6.11 3.04 0.73
C2 5.99 1.75 -0.07
N1 5.23 0.71 0.64
C3 6.02 -0.31 1.33
C4 6.63 0.18 2.64
C5 3.89 0.72 0.62
S1 3.02 -0.45 1.58
N2 3.33 1.73 -0.03
C6 2.15 1.80 -0.62
O1 1.43 0.85 -1.03
C7 1.67 3.19 -0.92
C8 2.40 4.31 -0.54
C9 1.92 5.58 -0.79
C10 0.70 5.76 -1.43
C11 -0.03 4.65 -1.83
C12 0.46 3.38 -1.58
H1 6.70 3.77 0.18
H2 6.60 2.87 1.69
H3 5.13 3.47 0.93
H4 6.97 1.34 -0.28
H5 5.49 1.95 -1.02
H6 6.81 -0.62 0.64
H7 5.38 -1.16 1.52
H8 7.41 0.92 2.48
H9 7.07 -0.66 3.17
H10 5.86 0.62 3.28
H11 3.35 4.16 -0.04
H12 2.51 6.44 -0.48
H13 0.33 6.76 -1.62
H14 -0.97 4.78 -2.35
H15 -0.09 2.51 -1.94
C13 -7.17 4.01 0.44
C14 -5.90 3.26 0.16
C15 -5.53 2.94 -1.13
C16 -4.37 2.22 -1.41
C17 -4.03 1.95 -2.86
C18 -3.58 1.80 -0.34
Te1 -1.86 0.54 -0.69
N3 -0.61 -1.16 0.57
C19 -0.89 -2.40 0.05
O2 -0.59 -2.63 -1.13
C20 -1.54 -3.43 0.90
C21 -1.91 -3.15 2.21
C22 -2.55 -4.12 2.97
C23 -2.82 -5.36 2.42
C24 -2.44 -5.65 1.11
C25 -1.80 -4.68 0.36
C26 -3.10 -0.95 -1.51
C27 -2.82 -1.34 -2.81
C28 -3.58 -2.30 -3.44
C29 -4.62 -2.90 -2.74
C30 -4.88 -2.53 -1.43
C31 -4.13 -1.56 -0.78
C32 -4.48 -1.20 0.64
C33 -3.91 2.14 0.98
C34 -3.08 1.76 2.18
C35 -5.07 2.86 1.20
H16 -7.62 4.39 -0.48
H17 -6.99 4.86 1.10
H18 -7.91 3.37 0.94
H19 -6.14 3.27 -1.96
H20 -4.33 2.80 -3.47
H21 -4.56 1.07 -3.23
H22 -2.97 1.79 -3.02
H23 -1.69 -2.18 2.63
H24 -2.84 -3.90 3.99
H25 -3.33 -6.12 3.01
H26 -2.65 -6.62 0.69
H27 -1.49 -4.87 -0.66
H28 -1.98 -0.89 -3.34
H29 -3.36 -2.60 -4.45
H30 -5.22 -3.67 -3.21
H31 -5.68 -3.02 -0.88
H32 -4.72 -2.10 1.21
H33 -5.34 -0.53 0.67
H34 -3.66 -0.70 1.16
H35 -2.11 1.34 1.92
H36 -3.60 1.03 2.80
H37 -2.89 2.64 2.80
H38 -5.33 3.13 2.22
F1 7.95 -3.96 0.25
C36 6.63 -3.80 0.08
C37 6.16 -2.88 -0.84
F2 7.02 -2.15 -1.55
C38 4.80 -2.70 -0.99
F3 4.39 -1.77 -1.86
C39 3.87 -3.45 -0.28
S2 2.14 -3.31 -0.56
C40 4.38 -4.37 0.63
F4 3.55 -5.12 1.36
C41 5.74 -4.55 0.82
F5 6.19 -5.43 1.71



[3]
Molecular formula: C47H46Br2FeN3O4P2SeSi
Method: DFT, ωB97M-V/def2-TZVPD

The LUMO energy (spin up / spin down) is -1.85 / -1.86 eV. As for the charge: +1. As for the expectation value of S²: 6.009. Its multiplicity is 5. The energy is -328421.7206 eV. The value obtained for the highest occupied orbital energy (spin up / spin down) is -9.645 / -9.827 eV. The HOMO-LUMO gap (spin up / spin down) is 7.8 / 8.0 eV. For the relative energy (zero: lowest compared OMol25 entry of this formula, charge and spin), the calculation gives 0.000 eV.

Cartesian coordinates (Å):
Fe1 -1.00 -0.06 -0.18
O1 1.13 0.13 0.04
P1 1.97 -0.59 1.07
C1 1.00 -1.18 2.45
P2 -0.30 -0.08 3.04
O2 -1.24 0.25 1.92
C2 0.40 1.36 3.82
C3 -0.38 2.52 3.80
C4 0.09 3.68 4.41
C5 1.33 3.68 5.04
C6 2.11 2.52 5.06
C7 1.64 1.36 4.46
C8 -1.12 -1.03 4.31
C9 -1.75 -2.22 3.90
C10 -2.49 -2.95 4.82
C11 -2.61 -2.50 6.13
C12 -1.99 -1.33 6.53
C13 -1.24 -0.59 5.62
C14 2.76 -2.04 0.39
C15 3.41 -1.87 -0.84
C16 4.02 -2.95 -1.45
C17 3.98 -4.21 -0.85
C18 3.33 -4.38 0.36
C19 2.72 -3.30 0.99
C20 3.28 0.46 1.69
C21 4.10 0.04 2.73
C22 5.12 0.87 3.19
C23 5.33 2.10 2.59
C24 4.54 2.51 1.52
C25 3.51 1.68 1.06
H1 1.62 -1.55 3.27
H2 0.42 -2.02 2.03
H3 -1.34 2.51 3.29
H4 -0.51 4.58 4.40
H5 1.69 4.58 5.51
H6 3.07 2.53 5.55
H7 2.24 0.46 4.50
H8 -1.69 -2.55 2.87
H9 -2.98 -3.86 4.51
H10 -3.19 -3.07 6.85
H11 -2.09 -0.98 7.56
H12 -0.76 0.33 5.94
H13 3.43 -0.89 -1.31
H14 4.52 -2.82 -2.40
H15 4.45 -5.05 -1.33
H16 3.29 -5.36 0.82
H17 2.21 -3.45 1.93
H18 3.96 -0.93 3.19
H19 5.76 0.54 4.00
H20 6.12 2.75 2.95
H21 4.73 3.46 1.03
H22 2.90 1.98 0.22
C26 -4.04 0.69 0.45
O3 -3.09 0.66 -0.63
C27 -3.40 1.02 -1.90
C28 -4.66 1.36 -2.36
C29 -4.82 1.70 -3.70
Br1 -6.54 2.16 -4.32
C30 -3.76 1.71 -4.57
C31 -2.49 1.37 -4.10
C32 -2.31 1.02 -2.77
O4 -1.10 0.70 -2.25
C33 -1.30 1.36 -4.96
N1 -0.11 1.07 -4.51
C34 0.75 1.16 -5.61
C35 2.12 0.96 -5.70
C36 2.72 1.12 -6.94
C37 1.96 1.49 -8.07
C38 0.60 1.69 -7.99
C39 0.02 1.52 -6.74
N2 -1.30 1.64 -6.29
H23 -5.03 0.93 0.11
H24 -3.70 1.44 1.17
H25 -4.03 -0.29 0.92
H26 -5.52 1.36 -1.71
H27 -3.92 1.98 -5.60
H28 -0.42 0.74 -2.99
H29 2.70 0.67 -4.83
H30 3.78 0.97 -7.04
H31 2.47 1.61 -9.02
H32 0.02 1.97 -8.86
H33 -2.09 1.89 -6.85
C40 -3.41 -4.83 -0.24
Si1 -1.81 -4.37 -1.02
C41 -0.43 -5.46 -0.46
C42 -1.95 -4.34 -2.85
Se1 -1.28 -2.29 -0.30
H34 -3.68 -5.86 -0.49
H35 -4.20 -4.17 -0.61
H36 -3.37 -4.73 0.85
H37 -0.62 -6.50 -0.77
H38 -0.34 -5.43 0.63
H39 0.51 -5.12 -0.90
H40 -2.16 -5.35 -3.23
H41 -1.02 -3.98 -3.31
H42 -2.76 -3.67 -3.16
Br2 -2.44 5.96 -1.58
C43 -1.35 4.77 -0.61
C44 -0.28 5.23 0.13
C45 0.48 4.30 0.82
C46 0.13 2.96 0.73
N3 -0.90 2.52 0.02
C47 -1.64 3.42 -0.64
H43 -0.05 6.29 0.17
H44 1.33 4.60 1.42
H45 0.70 2.21 1.26
H46 -2.48 3.06 -1.22



[4]
Molecular formula: C37H33Cl2FMnN9O4
Method: DFT, ωB97M-V/def2-TZVPD

The LUMO energy (spin up / spin down) is 1.46 / 1.47 eV. As for the charge: -1. As for the expectation value of S²: 8.979. Its multiplicity is 6. The energy is -119586.7301 eV. The value obtained for the highest occupied orbital energy (spin up / spin down) is -1.989 / -4.302 eV. The HOMO-LUMO gap (spin up / spin down) is 3.4 / 5.8 eV.

Cartesian coordinates (Å):
Mn1 -0.13 0.35 0.29
C1 6.23 0.21 -4.17
C2 6.35 0.47 -2.66
N1 5.08 0.76 -2.07
C3 4.49 -0.15 -1.21
C4 3.19 -0.09 -0.84
C5 2.70 -1.02 0.28
O1 3.36 -2.03 0.51
O2 1.69 -0.63 0.92
C6 2.34 0.93 -1.40
O3 1.07 0.90 -1.37
C7 3.04 2.03 -2.00
C8 2.35 3.26 -2.22
C9 3.03 4.34 -2.73
F1 2.38 5.55 -2.84
C10 4.35 4.24 -3.17
C11 5.03 3.01 -2.98
C12 4.41 1.94 -2.36
N2 5.13 5.33 -3.69
C13 6.13 5.85 -2.77
C14 7.18 6.58 -3.60
N3 6.50 7.70 -4.31
C15 5.42 7.17 -5.20
C16 4.42 6.41 -4.33
H1 7.21 -0.03 -4.58
H2 5.82 1.08 -4.67
H3 5.56 -0.63 -4.34
H4 7.05 1.29 -2.49
H5 6.76 -0.42 -2.18
H6 5.14 -0.92 -0.82
H7 1.32 3.35 -1.91
H8 6.05 2.96 -3.32
H9 6.58 5.00 -2.25
H10 5.71 6.53 -2.01
H11 7.58 5.90 -4.36
H12 7.99 6.98 -2.99
H13 7.16 8.27 -4.84
H14 6.04 8.29 -3.59
H15 5.88 6.49 -5.91
H16 4.94 8.00 -5.73
H17 3.63 5.99 -4.95
H18 3.95 7.11 -3.62
Cl1 -1.59 2.33 -1.50
C17 -1.09 3.60 -0.44
C18 -1.49 4.89 -0.68
C19 -1.07 5.91 0.17
C20 -0.24 5.61 1.24
C21 0.16 4.32 1.47
Cl2 1.19 3.97 2.82
C22 -0.25 3.21 0.66
N4 0.08 1.97 0.90
H19 -2.13 5.10 -1.52
H20 -1.39 6.93 -0.01
H21 0.11 6.40 1.90
N5 -1.98 0.34 0.86
C23 -3.11 0.16 1.09
C24 -4.43 -0.07 1.40
C25 -4.84 -1.34 1.78
N6 -5.19 -2.39 2.12
C26 -5.40 0.93 1.35
N7 -6.24 1.72 1.33
C27 -3.12 -4.68 2.10
N8 -1.82 -4.06 1.90
N9 -1.58 -3.57 0.61
C28 -0.90 -2.35 0.70
O4 -0.60 -1.65 -0.28
C29 -0.74 -2.11 2.10
C30 -1.35 -3.11 2.78
C31 -1.56 -3.25 4.25
C32 -1.58 -4.44 -0.47
C33 -1.77 -3.97 -1.78
C34 -1.80 -4.87 -2.83
C35 -1.65 -6.23 -2.61
C36 -1.43 -6.69 -1.32
C37 -1.39 -5.81 -0.26
H22 -3.28 -5.44 1.34
H23 -3.93 -3.94 2.05
H24 -3.13 -5.15 3.08
H25 -0.20 -1.27 2.50
H26 -0.94 -2.53 4.77
H27 -1.29 -4.26 4.58
H28 -2.60 -3.06 4.50
H29 -1.87 -2.92 -1.95
H30 -1.96 -4.50 -3.83
H31 -1.69 -6.93 -3.43
H32 -1.26 -7.75 -1.14
H33 -1.17 -6.17 0.73



Repeat the first record exactly.
Molecular formula: C23H51NO12
Method: DFT, ωB97M-V/def2-TZVPD

The LUMO energy is 0.51 eV. The energy is -50728.6730 eV. The value obtained for the highest occupied orbital energy is -9.320 eV. As for the structure (SMILES): COC(=O)OC.COCCOCCOC.COCCOCCOC.COCCOCCOC.CC#N. The HOMO-LUMO gap is 9.8 eV. For the relative energy (zero: lowest compared OMol25 entry of this formula, charge and spin), the calculation gives 0.000 eV.

Cartesian coordinates (Å):
C1 -10.96 4.64 -2.72
O1 -12.03 4.92 -3.59
C2 -12.96 5.70 -3.32
O2 -12.98 6.48 -2.38
O3 -13.89 5.48 -4.19
C3 -15.14 6.10 -4.09
H1 -10.23 5.45 -2.73
H2 -10.43 3.73 -2.98
H3 -11.35 4.60 -1.70
H4 -15.59 5.86 -3.13
H5 -15.88 5.75 -4.82
H6 -15.15 7.19 -4.19
C4 -19.96 0.87 1.28
O4 -19.27 0.58 2.45
C5 -20.03 0.50 3.64
C6 -19.25 0.54 5.05
O5 -18.23 -0.45 5.20
C7 -18.87 -1.78 5.36
C8 -18.07 -2.99 5.78
O6 -17.56 -2.93 7.11
C9 -16.69 -1.82 7.42
H7 -20.98 0.49 1.32
H8 -19.33 0.50 0.46
H9 -20.03 1.95 1.15
H10 -20.63 -0.40 3.72
H11 -20.62 1.42 3.63
H12 -20.01 0.63 5.83
H13 -18.81 1.53 5.16
H14 -19.36 -2.11 4.44
H15 -19.70 -1.79 6.07
H16 -17.32 -3.35 5.08
H17 -18.70 -3.87 5.90
H18 -16.91 -1.62 8.46
H19 -16.88 -0.85 6.96
H20 -15.63 -2.02 7.30
C10 1.56 2.19 3.13
O7 0.62 2.68 2.17
C11 1.16 3.51 1.16
C12 1.31 2.81 -0.19
O8 -0.01 2.88 -0.83
C13 -0.25 2.30 -2.08
C14 -1.73 2.51 -2.38
O9 -2.72 2.16 -1.39
C15 -2.51 0.96 -0.54
H21 2.26 1.62 2.52
H22 1.00 1.69 3.92
H23 2.07 2.98 3.68
H24 2.12 3.92 1.48
H25 0.44 4.32 1.04
H26 1.67 1.81 0.06
H27 1.95 3.38 -0.86
H28 -0.02 1.23 -2.13
H29 0.27 2.82 -2.89
H30 -2.01 2.16 -3.38
H31 -1.99 3.56 -2.53
H32 -2.70 0.04 -1.09
H33 -3.46 0.96 -0.02
H34 -1.60 0.96 0.06
C16 -21.37 16.04 -2.24
O10 -20.68 14.82 -2.52
C17 -19.26 14.92 -2.42
C18 -18.74 14.95 -0.95
O11 -18.94 13.72 -0.21
C19 -17.89 12.84 -0.36
C20 -17.70 12.05 1.04
O12 -17.50 12.90 2.18
C21 -18.73 13.54 2.70
H35 -21.12 16.70 -1.41
H36 -22.42 15.76 -2.20
H37 -21.30 16.63 -3.16
H38 -18.84 15.63 -3.13
H39 -19.00 13.94 -2.83
H40 -19.20 15.79 -0.44
H41 -17.67 15.15 -0.92
H42 -16.94 13.38 -0.41
H43 -17.98 12.14 -1.19
H44 -16.84 11.40 0.88
H45 -18.51 11.34 1.17
H46 -19.14 14.29 2.03
H47 -18.41 14.14 3.55
H48 -19.53 12.88 3.05
C22 -11.84 7.66 -10.14
C23 -10.73 8.53 -10.28
N1 -9.81 9.20 -10.28
H49 -12.43 7.82 -9.23
H50 -11.52 6.62 -10.21
H51 -12.60 7.92 -10.87



Question: What is the energy in the first record?
Answer: -50728.6730 eV



Question: The highest energy belongs to which entry?
Answer: C23H51NO12



Question: Which formula does entry 2 have?
Answer: C41H38F5N3O2RhS2Te